1.
Molecular formula: C57H146N10O18
Method: DFT, the ωB97M-V functional and the def2-TZVPD basis

The geometry in XYZ format:
```
231
Properties=species:S:1:pos:R:3:forces:R:3
C -1.94264 3.48494 -6.14182 -0.9 -0.3 -0.1
C -2.57342 2.05933 -6.02872 2.4 -0.1 -2.9
C -3.06634 1.60326 -7.49707 -0.5 0.7 0.7
O -1.40918 1.16600 -5.82021 -1.3 0.7 0.7
H -1.03586 3.50214 -6.74643 0.0 -0.4 0.0
H -1.71296 3.96870 -5.19244 -0.1 -0.3 0.2
H -2.65164 4.13208 -6.65819 -0.1 0.1 0.0
H -3.28866 2.02491 -5.20691 -0.1 -0.3 -0.2
H -3.92747 2.13652 -7.89979 -0.1 0.5 0.3
H -3.37846 0.57136 -7.65791 0.2 -0.4 0.8
H -2.27489 1.74426 -8.23314 0.3 0.2 0.4
H -1.81086 0.29443 -5.84514 0.3 -0.4 0.0
C 1.63972 -9.02449 3.19924 1.4 0.0 0.5
C 1.69513 -8.87016 4.75572 0.2 -0.6 -1.3
C 1.52844 -7.37982 5.07967 -0.1 -0.1 -0.2
O 2.45672 -6.52947 4.30839 -1.0 -1.8 0.9
C 2.12435 -5.15942 4.31005 -0.1 -0.6 -0.8
N 0.66625 -9.76173 5.31268 -1.1 0.9 0.5
H 0.76878 -8.62940 2.67629 -0.3 0.4 0.6
H 1.65356 -10.08420 2.94443 0.3 -0.1 0.0
H 2.50878 -8.51216 2.78651 0.0 -0.2 -0.3
H 2.59637 -9.22065 5.25873 0.6 -0.1 -0.8
H 1.63270 -7.16724 6.14364 0.2 0.0 0.1
H 0.46800 -7.28932 4.84438 -0.2 1.2 -0.4
H 1.88042 -4.81412 5.31473 0.1 0.3 -0.1
H 1.31406 -4.99997 3.59863 -0.6 0.2 0.3
H 2.96453 -4.64782 3.84052 0.2 0.1 0.5
H 0.71727 -10.69176 4.92210 1.0 -0.3 0.1
H -0.19994 -9.51091 4.85783 -0.7 0.6 0.3
C -1.78818 0.87487 0.68762 -0.4 -0.5 0.0
C -1.14286 -0.04314 -0.32872 2.3 -0.4 -0.3
C 0.44028 0.20163 -0.39091 -1.3 0.4 0.3
O 0.73789 1.58393 -0.53222 1.0 -0.7 1.6
C 0.50379 2.33368 -1.66270 -0.4 0.4 -0.8
N -1.50015 -1.45699 -0.05204 -0.1 0.3 -0.5
H -2.79466 0.47406 0.80785 -0.2 0.2 0.2
H -1.85890 1.90833 0.34841 0.2 -0.1 0.1
H -1.29890 0.82740 1.66047 0.1 0.1 0.0
H -1.46876 0.26162 -1.32321 -0.5 -0.5 -0.1
H 1.01954 -0.38768 -1.10174 -0.5 -0.2 -0.6
H 0.83562 -0.11456 0.57439 0.1 0.3 0.3
H -0.56057 2.53726 -1.78012 -0.2 0.2 -0.1
H 0.86107 1.94586 -2.61667 0.1 -0.7 0.0
H 1.04847 3.26936 -1.53651 -0.2 0.1 0.2
H -1.19345 -1.82767 0.83601 0.1 0.6 0.5
H -1.10682 -2.11976 -0.70482 0.0 0.3 -0.5
C 4.49591 3.38754 6.66793 -0.9 1.7 0.1
C 4.42469 2.50440 5.50982 0.7 -2.8 -1.5
C 3.69667 3.06752 4.28540 2.1 0.6 1.1
O 2.65287 3.82372 4.79914 -1.0 -1.2 -0.2
C 2.28066 4.90308 4.01193 0.2 0.3 -0.2
N 5.79544 2.12568 5.08646 0.2 0.5 -0.4
H 3.49150 3.72284 6.92644 -0.1 -0.7 0.7
H 4.85075 4.34204 6.27923 1.0 0.1 0.4
H 5.07086 2.95665 7.48760 -0.1 0.3 0.0
H 3.97511 1.53818 5.73877 -0.8 0.1 0.5
H 3.57146 2.29938 3.52226 -1.2 -0.3 0.1
H 4.43920 3.69501 3.79241 0.2 0.7 0.0
H 1.42765 5.36205 4.51174 0.1 0.2 -0.3
H 2.05356 4.60871 2.98729 -0.4 0.0 -0.1
H 3.15232 5.55569 3.96288 -0.1 0.6 -0.1
H 5.73456 1.58476 4.23569 0.1 -0.1 -0.3
H 6.22059 1.49708 5.75297 0.0 0.0 0.3
C 2.85431 -8.23300 -6.97853 0.0 0.9 0.7
O 3.12772 -6.83136 -7.01139 -0.4 -0.8 -0.5
C 4.42836 -6.39296 -6.65056 -1.8 1.3 0.8
C 4.23295 -5.41941 -5.42991 0.9 -0.9 -0.2
N 3.51829 -6.05982 -4.35360 0.5 -0.2 1.2
C 3.22390 -5.12235 -3.23344 -1.1 -0.8 -0.9
C 2.23589 -5.73021 -2.20997 -0.5 0.3 -0.4
O 0.86628 -5.76439 -2.77841 2.4 -0.4 0.4
C -0.07012 -6.37592 -1.93307 -0.9 0.0 -0.5
H 3.76461 -8.82946 -7.03938 0.0 -0.1 -0.4
H 2.12738 -8.44265 -7.76321 0.2 -0.2 0.0
H 2.40834 -8.45355 -6.00870 -0.2 -0.3 0.1
H 4.75284 -5.84610 -7.53586 0.7 0.0 0.2
H 5.06609 -7.23383 -6.37793 0.2 0.1 0.0
H 3.76618 -4.45350 -5.62288 -0.1 0.2 -0.9
H 5.24824 -5.20972 -5.09326 0.2 0.2 0.2
H 2.70007 -6.53971 -4.70049 -0.3 0.4 0.1
H 2.77389 -4.22004 -3.64749 -0.5 0.3 -0.1
H 4.14345 -4.72584 -2.80293 0.2 -0.6 0.4
H 2.23177 -5.18661 -1.26520 -0.2 0.7 -0.1
H 2.55841 -6.71077 -1.85986 -0.1 -0.5 -0.6
H 0.13875 -7.36710 -1.53057 0.9 0.0 0.1
H -0.92598 -6.58923 -2.57347 -0.3 0.4 0.1
H -0.35561 -5.69806 -1.12865 -0.1 0.0 0.2
C 7.11087 0.78538 0.04688 0.9 1.1 1.2
O 7.86641 -0.33843 0.51023 -1.4 -0.4 -0.4
C 6.94273 -1.31795 1.03551 0.5 -0.6 -0.3
C 7.75080 -2.52313 1.54621 -0.3 0.9 -0.5
N 8.70788 -2.01032 2.52784 -0.2 -0.7 0.1
C 9.55141 -3.08430 3.16650 -0.9 1.1 -0.7
C 10.69454 -2.39842 3.98817 -0.5 -0.6 0.5
O 11.60768 -3.26189 4.68254 -3.3 -0.8 -0.7
C 12.73690 -2.66404 5.19471 0.8 -0.4 -1.0
H 7.75643 1.53676 -0.40785 0.5 -0.3 0.0
H 6.76887 1.23728 0.97797 -0.7 0.4 -0.2
H 6.29189 0.68386 -0.66521 -0.1 -1.0 0.1
H 6.24163 -1.54404 0.23212 0.1 -0.6 -0.2
H 6.29166 -1.02301 1.85845 0.3 1.0 0.3
H 8.18791 -2.99746 0.66755 0.6 -0.2 -0.1
H 7.04943 -3.25983 1.93795 0.0 0.0 0.5
H 9.16423 -1.25414 2.03789 0.8 -0.1 0.3
H 9.83834 -3.80587 2.40158 0.9 0.1 -0.1
H 8.75230 -3.61857 3.68039 0.6 -0.2 1.0
H 10.23322 -1.78568 4.76265 -0.3 0.3 -0.1
H 11.23249 -1.72326 3.32269 0.2 0.0 -0.3
H 13.07667 -3.34317 5.97665 0.4 0.3 0.0
H 12.65586 -1.63670 5.54983 -0.3 0.1 0.1
H 13.34607 -2.71564 4.29230 1.4 0.6 0.5
C -4.44298 -7.97999 5.59233 -0.4 -0.5 -0.5
O -3.60249 -7.94336 4.45291 0.3 1.0 0.2
C -4.01896 -7.01870 3.44285 0.3 -1.2 -1.2
C -4.16379 -5.52831 3.77293 0.4 -1.7 -0.1
N -2.97813 -5.07182 4.53880 -1.5 0.0 -0.7
C -3.45426 -3.92267 5.32834 1.0 -0.8 0.2
C -2.47831 -3.52998 6.40391 0.4 0.0 -0.9
O -2.37808 -4.50665 7.42030 -0.9 0.5 -0.8
C -1.42261 -4.09014 8.32957 0.5 0.0 0.9
H -5.48151 -8.07584 5.27551 -0.3 0.0 0.0
H -4.38095 -7.10227 6.23564 0.3 0.1 0.1
H -4.19760 -8.89311 6.13463 0.2 0.2 0.1
H -4.85248 -7.49204 2.92391 -1.2 0.6 0.5
H -3.35345 -7.16378 2.59189 1.1 0.3 0.5
H -5.08117 -5.42327 4.35213 -0.2 0.4 0.1
H -4.29579 -5.06987 2.79288 0.1 0.5 0.2
H -2.86432 -5.86416 5.15471 0.7 0.0 0.5
H -4.38557 -4.23106 5.80337 -0.4 0.6 0.1
H -3.54223 -3.08755 4.63340 -0.5 0.1 0.2
H -2.72240 -2.52315 6.74279 -0.3 0.0 0.7
H -1.49386 -3.40420 5.95321 0.3 -0.1 -0.3
H -1.51352 -4.73430 9.20415 0.3 0.1 0.0
H -1.55448 -3.04893 8.62383 -0.4 0.2 0.2
H -0.41465 -4.10555 7.91499 0.3 -0.4 -0.1
C -1.18925 14.12368 -7.00227 0.7 -1.7 -0.2
O 0.14452 13.50276 -7.04342 -0.7 -0.8 -0.5
C 0.11737 12.10848 -7.60883 -0.4 1.0 0.6
C 1.24430 11.22214 -7.09358 0.4 -0.2 0.7
N 1.07014 10.58636 -5.76308 -0.7 0.1 -1.6
C 0.67448 11.40699 -4.66425 -0.6 -0.1 0.4
C 0.64476 10.53211 -3.43133 1.5 0.4 0.8
O 2.01141 10.34176 -2.94131 -0.8 -1.1 -0.6
C 2.08675 9.48716 -1.78853 0.4 1.8 0.0
H -1.27971 15.18794 -6.78479 1.1 0.0 0.1
H -1.70415 13.58257 -6.20843 -0.6 0.1 -0.2
H -1.65715 13.98733 -7.97724 -0.3 -0.2 0.0
H 0.14873 12.16022 -8.69715 0.5 0.4 -0.1
H -0.81675 11.56454 -7.46874 -0.5 0.4 0.8
H 2.17144 11.79211 -7.15385 0.2 0.2 0.0
H 1.32852 10.40250 -7.80716 0.0 0.0 -0.1
H 1.76499 9.89584 -5.51720 0.2 0.4 -0.2
H -0.37205 11.69176 -4.77289 -0.2 0.2 -0.3
H 1.22857 12.34422 -4.61247 0.3 0.0 0.5
H 0.14643 9.60889 -3.72702 0.3 -0.4 0.1
H 0.07234 10.94123 -2.59884 -0.2 0.4 0.0
H 2.04067 8.40705 -1.92754 -0.5 0.1 -0.4
H 1.35864 9.91266 -1.09796 -0.3 -0.7 0.4
H 3.05165 9.70057 -1.32861 0.1 -0.1 -0.1
C -8.02606 1.76389 -1.77545 2.5 1.0 -0.7
O -8.24636 1.74616 -3.18643 -0.9 0.1 0.2
C -8.82144 0.51761 -3.61790 -0.5 0.6 0.8
C -10.32239 0.52139 -3.22094 0.2 -0.6 -0.2
N -11.16304 1.51864 -3.84843 0.4 0.9 -0.6
C -12.04635 2.37921 -3.04306 -0.3 -0.6 0.1
C -13.17983 1.59622 -2.38079 -2.2 -0.2 -0.2
O -14.13824 2.47111 -1.68796 0.4 -0.9 1.8
C -14.77688 1.75879 -0.56250 0.5 -0.2 -0.9
H -7.54977 2.72321 -1.57309 -0.3 0.4 -0.1
H -7.15018 1.12387 -1.66911 -0.3 -0.8 0.8
H -8.78914 1.66372 -1.00358 -0.5 -0.6 -0.7
H -8.30433 -0.29032 -3.10026 -0.2 -0.3 0.3
H -8.55649 0.34831 -4.66156 -0.5 0.5 -0.2
H -10.35419 0.70218 -2.14650 0.0 -0.6 0.3
H -10.72862 -0.45045 -3.50132 0.0 -0.3 0.5
H -10.52251 2.12742 -4.33751 -0.2 0.3 -0.3
H -12.39199 3.14382 -3.73877 -0.4 -0.1 0.1
H -11.58358 2.92865 -2.22324 0.6 0.0 0.2
H -12.84047 0.74338 -1.79291 0.6 0.5 0.9
H -13.87585 1.03859 -3.00747 0.5 0.1 -1.2
H -15.58329 2.26566 -0.03250 0.3 1.0 -0.6
H -14.05943 1.46496 0.20369 0.3 0.1 -0.1
H -15.28252 0.85289 -0.89680 0.2 -0.3 -0.4
C 6.40498 0.46507 -5.82036 0.2 -1.1 -0.6
O 4.98240 0.54358 -5.53439 3.5 1.4 0.7
C 4.32540 -0.67912 -5.67125 -1.1 1.1 0.0
C 3.37003 -0.43900 -6.80302 0.3 -1.8 -2.1
N 2.19430 -1.28816 -6.59678 -0.1 1.5 1.0
C 1.67616 -1.83625 -7.79095 -2.0 -2.0 -0.9
C 0.60741 -2.99388 -7.55582 0.8 0.2 0.9
O -0.69386 -2.62483 -7.17645 -1.4 0.9 -1.3
C -1.08449 -3.00633 -5.87063 1.5 0.2 -0.4
H 7.04141 1.34757 -5.88560 -1.2 0.9 0.3
H 6.58412 -0.01993 -6.77993 -0.4 0.0 -0.5
H 7.00684 -0.17241 -5.17268 -0.6 -0.3 0.8
H 3.63180 -0.80164 -4.83938 0.5 -0.2 0.6
H 5.00227 -1.53092 -5.73736 -0.1 -0.1 -0.2
H 3.77851 -0.70733 -7.77731 0.6 -0.4 -0.1
H 3.16435 0.60721 -7.02934 -0.2 0.3 1.0
H 1.55009 -0.55814 -6.32816 -0.8 -0.5 0.7
H 2.47171 -2.35978 -8.32115 0.1 0.2 -0.2
H 1.20179 -1.07368 -8.40870 0.1 0.0 -0.6
H 0.97002 -3.58496 -6.71483 0.7 -0.3 -0.1
H 0.52054 -3.65713 -8.41643 0.2 0.2 -0.3
H -2.06824 -2.61020 -5.61878 0.2 0.2 -0.1
H -0.24731 -2.58545 -5.31379 -0.6 -0.2 1.3
H -1.09585 -4.09095 -5.76311 0.0 -0.2 0.1
C -4.99553 4.55737 3.56541 1.4 1.0 -0.5
O -3.88757 4.26920 4.42685 -1.9 -0.8 0.8
C -4.29017 3.52898 5.63402 0.9 0.5 -1.1
C -2.94359 3.24535 6.26531 0.2 -0.9 -0.6
N -2.95115 2.46160 7.46858 0.2 0.7 0.4
C -1.58853 2.42475 8.09252 -2.4 0.0 0.9
C -1.35809 3.56395 9.08489 1.2 0.0 1.0
O -2.17940 3.58337 10.23909 0.0 -0.8 0.6
C -1.57823 3.97465 11.46744 -1.2 0.1 0.8
H -5.31595 3.69248 2.98458 -0.2 -0.1 0.3
H -4.58834 5.30279 2.88228 0.2 -0.3 -0.5
H -5.80793 5.15537 3.97830 -0.3 -0.6 0.8
H -4.80929 2.59209 5.43188 0.0 -0.1 -0.5
H -4.99798 4.13263 6.20212 0.2 0.3 0.3
H -2.37867 4.17594 6.31970 0.1 0.2 0.0
H -2.43771 2.51066 5.63887 0.3 0.8 -1.0
H -3.57733 2.93619 8.10320 0.0 -0.2 0.7
H -0.72059 2.34747 7.43769 -0.5 0.3 -0.6
H -1.65872 1.45543 8.58605 0.7 0.2 0.7
H -1.44592 4.60816 8.78490 0.5 -0.2 -1.3
H -0.33973 3.34975 9.40917 0.4 0.5 0.2
H -1.33498 5.01829 11.66678 0.1 0.6 -1.2
H -0.70230 3.43828 11.83237 0.0 -0.7 -0.5
H -2.40900 3.85313 12.16252 0.2 -0.5 0.3
```
Positions in Å, forces in eV/Å.

- structure (SMILES) = COC[C@H](C)N.COC[C@H](C)N.COC[C@H](C)N.COCCNCCOC.COCCNCCOC.COCCNCCOC.COCCNCCOC.COCCNCCOC.COCCNCCOC.COCCNCCOC.CC(C)O
- ΔE to the lowest compared entry with this formula, charge and spin (kJ/mol) = 898.5
- largest force on an atom (eV Å⁻¹) = 3.78
- E (a.u.) = -4160.4723
- gap between HOMO and LUMO (hartree) = 0.309

Here are the Mulliken charges for atoms 1 to 6, given in e:
1 C -1.345
2 C 0.425
3 C -1.205
4 O -0.432
5 H 0.338
6 H 0.321

=====

2.
Molecular formula: C52H50N8O2P2PbSe2
Method: DFT, the ωB97M-V functional and the def2-TZVPD basis

The geometry in XYZ format:
```
117
Properties=species:S:1:pos:R:3:forces:R:3
Pb 1.67258 1.11515 -0.08271 0.4 -0.5 -0.1
O 4.22434 -0.41353 3.91300 -0.2 0.1 -0.2
C 5.34511 0.28887 3.65431 0.0 0.1 -0.1
C 6.49579 -0.05934 4.35904 0.1 0.0 0.0
C 7.68436 0.59929 4.11509 0.0 0.0 0.0
C 7.75360 1.62192 3.17055 0.0 0.0 0.0
C 6.61063 1.98431 2.48528 0.0 0.0 0.1
C 5.39308 1.33691 2.71384 -0.1 0.0 0.0
C 4.16966 1.74011 1.97169 0.3 -0.1 0.0
O 3.14737 0.98691 2.02956 0.0 0.1 0.0
N 4.23987 2.88974 1.29084 -0.1 -0.1 0.0
N 3.09251 3.08574 0.61654 -0.2 0.2 0.1
C 2.81028 4.24268 0.15661 -0.1 0.0 -0.1
C 1.49852 4.43530 -0.48289 0.1 -0.1 0.1
C 1.09656 5.68447 -0.94400 0.0 0.1 0.0
C -0.18543 5.84228 -1.43926 0.0 0.0 0.0
C -1.04384 4.75271 -1.46934 0.0 0.0 0.0
C -0.56381 3.53653 -1.01859 0.1 -0.1 0.0
N 0.67179 3.38043 -0.54638 -0.1 0.0 0.0
H 3.54986 -0.08866 3.26660 0.1 0.1 0.1
H 6.43333 -0.85799 5.08701 0.0 0.0 0.0
H 8.57238 0.31222 4.66553 0.0 0.0 0.0
H 8.69050 2.12897 2.98020 0.0 0.0 0.0
H 6.62693 2.78668 1.75966 0.0 0.0 0.0
H 3.47901 5.08882 0.29781 0.0 0.0 0.0
H 1.78562 6.51772 -0.89359 0.0 0.0 0.0
H -0.51721 6.80950 -1.79435 0.0 0.0 0.0
H -2.05650 4.83659 -1.83985 0.0 0.0 0.0
H -1.17978 2.64178 -1.03730 0.0 0.0 0.0
C 1.13542 -3.21211 -1.92140 0.1 0.0 0.1
C 2.25584 -2.62189 -1.10396 -0.1 0.0 0.0
C 2.15253 -2.53775 0.28394 0.0 0.0 0.0
C 3.19104 -2.03626 1.05611 0.0 -0.1 -0.1
C 4.36100 -1.59824 0.44772 0.0 0.0 0.0
C 4.47246 -1.66176 -0.93485 -0.1 0.0 0.0
C 3.42800 -2.17085 -1.70221 0.1 0.0 0.1
H 0.18642 -3.15413 -1.38564 0.0 0.0 0.0
H 1.33669 -4.26499 -2.13595 0.0 0.0 0.0
H 1.01306 -2.69164 -2.87117 0.0 0.0 0.0
H 1.23834 -2.86912 0.76034 0.0 0.0 0.0
H 3.08707 -1.99266 2.13293 0.0 0.0 0.0
H 5.17265 -1.20038 1.04556 0.0 0.0 0.0
H 5.37690 -1.31271 -1.41896 0.0 0.0 0.0
H 3.52449 -2.21965 -2.78233 0.0 0.0 0.0
Se -4.96875 -2.14184 -3.25079 0.1 0.0 0.0
P -4.29721 -1.62934 -1.33260 0.1 0.0 0.0
C -5.29123 -0.25846 -0.68608 0.0 0.0 0.0
C -6.58100 -0.46013 -0.19866 0.0 0.0 -0.1
C -7.40314 0.62583 0.06724 0.0 0.0 0.0
C -6.95577 1.91603 -0.18058 0.0 0.0 0.0
C -5.67957 2.12054 -0.68756 0.0 0.0 0.0
C -4.84787 1.03927 -0.93446 0.0 0.0 0.0
C -4.35003 -3.04666 -0.19711 0.0 -0.1 0.0
C -4.92720 -3.04124 1.06549 0.0 0.0 -0.1
C -4.88036 -4.18224 1.86059 0.0 0.0 0.0
C -4.25531 -5.32803 1.39739 0.0 0.0 0.0
C -3.67737 -5.33966 0.13115 0.0 0.0 0.0
C -3.72916 -4.20856 -0.66575 -0.1 -0.1 0.0
C -2.57197 -1.06046 -1.24535 0.0 0.0 -0.4
C -1.68120 -0.55297 -0.28882 0.0 -0.1 0.1
N -0.53845 -0.25779 -0.94802 -0.1 0.1 0.0
N -0.70743 -0.55322 -2.22538 -0.2 0.1 0.1
N -1.91712 -1.02703 -2.43018 0.1 0.0 0.2
P -1.53546 -0.37849 1.48615 0.1 -0.1 0.0
Se -0.29798 1.29293 2.03520 -0.1 0.1 0.0
C -0.83945 -1.93205 2.09423 0.0 -0.1 0.0
C -1.26056 -3.13908 1.53700 0.0 0.0 0.0
C -0.73165 -4.33461 1.99923 0.0 0.0 0.0
C 0.22491 -4.32631 3.00760 0.0 0.0 0.0
C 0.64573 -3.12500 3.56129 0.0 0.0 0.0
C 0.11167 -1.92567 3.11032 0.0 0.0 0.0
C -3.13183 -0.18556 2.29988 0.0 0.0 0.0
C -3.66228 -1.19597 3.09483 0.1 0.1 0.2
C -4.85707 -0.98617 3.77144 0.0 0.0 0.0
C -5.52008 0.22551 3.65386 0.0 0.0 0.0
C -4.98458 1.24076 2.86982 0.0 0.0 0.0
C -3.78976 1.04096 2.20221 -0.1 0.0 -0.1
H -6.96363 -1.46449 -0.07295 0.0 0.0 0.0
H -8.40544 0.46139 0.44287 0.0 0.0 0.0
H -7.60636 2.76091 0.00861 0.0 0.0 0.0
H -5.33424 3.12532 -0.89914 0.0 0.0 0.0
H -3.85912 1.19710 -1.34955 0.0 0.0 0.0
H -5.39292 -2.14462 1.44656 -0.1 0.0 0.0
H -5.33482 -4.17156 2.84440 0.0 0.0 0.0
H -4.22364 -6.21552 2.01725 0.0 0.0 0.0
H -3.19624 -6.23623 -0.23979 0.0 0.0 0.0
H -3.29990 -4.21684 -1.66131 0.0 0.0 0.0
H -1.98584 -3.14781 0.73268 0.0 0.0 0.0
H -1.05889 -5.26789 1.55815 0.0 0.0 0.0
H 0.65196 -5.25899 3.35432 0.0 0.0 0.0
H 1.40163 -3.11755 4.33685 0.0 0.0 0.0
H 0.45119 -0.98433 3.52353 0.0 0.0 0.0
H -3.14468 -2.13999 3.19979 0.0 0.0 0.0
H -5.26691 -1.77415 4.39139 0.0 0.0 0.0
H -6.45002 0.38661 4.18514 0.0 0.0 0.0
H -5.49766 2.18980 2.78401 0.0 0.0 0.0
H -3.35483 1.83850 1.61223 0.0 0.0 0.0
C 2.50050 0.52239 -3.44757 0.0 0.1 0.0
C 2.70259 0.55928 -4.98478 0.0 0.1 0.0
N 2.47406 1.91525 -5.49558 0.0 0.0 0.1
C 1.08865 2.29599 -5.20324 0.1 0.0 0.1
C 0.82421 2.22882 -3.67241 0.0 0.0 -0.1
N 2.05791 1.84359 -2.96621 0.0 0.1 0.0
C 3.10360 2.82754 -3.27890 0.0 -0.1 0.0
C 3.37544 2.84207 -4.80884 0.0 0.0 0.0
H 3.43046 0.28242 -2.92805 0.0 0.0 0.0
H 1.74764 -0.21401 -3.15829 0.0 0.0 0.0
H 2.00116 -0.11153 -5.48360 0.0 0.0 0.0
H 3.71312 0.25217 -5.26318 0.0 0.0 0.0
H 0.42441 1.61952 -5.74338 0.0 0.0 0.0
H 0.92523 3.30410 -5.59038 0.0 0.0 0.0
H 0.05464 1.49221 -3.43296 0.0 0.0 0.0
H 0.50968 3.20331 -3.29183 0.0 -0.1 0.0
H 4.00286 2.56139 -2.71706 0.0 0.0 0.0
H 2.76619 3.80460 -2.92370 0.0 0.0 0.0
H 4.40262 2.54412 -5.02802 0.0 0.0 0.0
H 3.22491 3.83992 -5.22570 0.0 0.0 0.0
```
Positions in Å, forces in eV/Å.

- ΔE to the lowest compared entry with this formula, charge and spin (kJ/mol) = 32.7
- largest force on an atom (eV Å⁻¹) = 0.65
- E (a.u.) = -8278.5725
- gap between HOMO and LUMO (hartree) = 0.261

Here are the Mulliken charges for atoms 1 to 6, given in e:
1 Pb 1.571
2 O -0.707
3 C 0.426
4 C -0.692
5 C -0.294
6 C -0.782